# 1
ORCA calculation (ωB97M-V/def2-TZVPD) on 2 unconnected molecules or ions with the total composition C3H5Br2Cl3.

XYZ file:
```
13
Properties=species:S:1:pos:R:3:lowdin_charge:R:1
Cl 0.0888 -1.7825 3.1610 0.491
C 1.7362 -1.5784 2.5034 -1.584
Cl 1.9654 -2.6404 1.1095 0.500
Cl 2.9320 -1.9671 3.7100 0.539
H 1.7936 -0.5280 2.2496 -0.035
Br -0.1777 0.9314 -3.6249 0.612
C -1.4753 0.7383 -2.2050 -0.709
C -1.0133 1.4533 -0.9353 -0.618
Br 0.5670 0.4483 -0.2158 0.592
H -1.6333 -0.3023 -1.9545 0.053
H -2.3326 1.2941 -2.5752 0.052
H -1.7748 1.4567 -0.1589 0.059
H -0.6760 2.4765 -1.0640 0.049
```

Output
calculated total energy: -6645.901004 Eh
energy above the lowest of the compared OMol25 structures with the same formula, charge and spin: 5.7 kcal/mol
net charge: 0
HOMO-LUMO gap: 10.708 eV


# 2
ORCA calculation (ωB97M-V/def2-TZVPD) on a molecular structure, C11H26Cl14N4O8.

XYZ file:
```
63
Properties=species:S:1:pos:R:3:lowdin_charge:R:1
C 12.7367 16.1870 -20.1018 -0.099
N 11.3914 16.7790 -20.3846 -0.362
O 10.4291 16.5728 -19.6334 0.090
O 11.3320 17.4529 -21.4003 -0.308
H 12.6667 15.1210 -20.3178 0.069
H 12.9035 16.2652 -19.0275 0.122
H 13.4973 16.7220 -20.6705 -0.094
C 16.7883 15.6689 -21.3666 -0.035
N 15.6524 16.5394 -21.7444 -0.313
O 15.7487 17.2054 -22.7494 -0.213
O 14.6427 16.6135 -21.0222 -0.135
H 17.1511 15.1766 -22.2688 0.079
H 16.3786 14.9313 -20.6765 0.050
H 17.5905 16.1531 -20.8096 0.118
C 16.5779 19.5115 -23.0618 -0.062
N 16.2588 19.8534 -21.6659 -0.326
O 15.0322 19.8492 -21.3692 -0.228
O 17.2106 20.0768 -20.9206 0.104
H 16.7084 18.4427 -23.2309 0.078
H 17.5056 20.0053 -23.3510 0.119
H 15.7836 19.8154 -23.7435 -0.057
C 13.7744 18.1434 -22.5200 -0.210
N 12.4671 18.1228 -23.2533 -0.442
O 12.2270 17.2425 -24.0583 -0.411
O 11.6951 19.0126 -22.9384 -0.567
H 14.4694 18.7053 -23.1440 -0.011
H 14.1411 17.1190 -22.4531 -0.017
H 13.7599 18.5883 -21.5251 -0.030
C 15.0478 17.7703 -25.5589 -0.644
Cl 14.5790 16.3915 -24.5678 0.917
Cl 14.2500 19.3059 -25.0245 0.818
H 16.1311 17.8905 -25.5440 0.057
H 14.6880 17.5446 -26.5627 0.056
C 11.9287 20.6720 -25.5579 -0.783
Cl 12.6686 22.2861 -25.1074 0.494
Cl 10.9412 20.0265 -24.1962 0.892
H 11.3422 20.7721 -26.4712 0.043
H 12.7814 20.0455 -25.8195 -0.108
C 13.3776 20.9606 -22.6783 -1.068
Cl 12.0148 22.0374 -22.4298 0.546
Cl 14.7992 21.8100 -23.3342 0.612
H 13.6779 20.4500 -21.7633 -0.130
H 13.0653 20.1977 -23.3915 -0.077
C 9.3626 18.6889 -22.3705 -1.097
Cl 9.6988 20.1219 -21.3682 0.636
Cl 7.6230 18.5694 -22.7399 0.547
H 9.9307 18.7823 -23.2961 -0.114
H 9.7225 17.7976 -21.8564 -0.081
C 10.4706 16.7228 -24.8746 -0.896
Cl 10.1374 16.5576 -23.1474 0.835
Cl 9.3316 15.7647 -25.8823 0.492
H 10.4075 17.7625 -25.1959 0.027
H 11.4659 16.3194 -25.0609 0.028
C 11.3330 20.0410 -19.5110 -0.918
Cl 10.9142 21.8016 -19.5294 0.502
Cl 12.7914 19.6511 -20.5028 0.870
H 11.5522 19.7077 -18.4966 0.040
H 10.5017 19.4467 -19.8901 -0.095
C 13.8555 14.4266 -23.2692 -0.796
Cl 12.7035 15.5492 -22.3775 0.894
Cl 15.1277 13.8408 -22.1823 0.718
H 13.3164 13.5414 -23.6066 0.053
H 14.2616 14.9411 -24.1402 -0.175
```

Output
calculated total energy: -7696.857466 Eh
net charge: 0
HOMO-LUMO gap: 6.084 eV


# 3
ORCA calculation (ωB97M-V/def2-TZVPD) on a gas-phase ion, C18H23N2O2 (charge +1).

XYZ file:
```
45
Properties=species:S:1:pos:R:3:lowdin_charge:R:1
C -1.7630 -2.9925 2.6575 -0.013
C -0.6146 -2.6162 1.7382 -0.254
N -0.2264 -1.1810 1.8950 0.058
C 1.0901 -0.7083 2.1090 -0.154
C 2.3006 -1.4095 2.1723 -0.019
C 3.4530 -0.6869 2.5544 -0.067
C 3.3956 0.6724 2.9008 -0.073
C 2.1805 1.3569 2.8737 0.002
C 1.0459 0.6562 2.4649 -0.121
C -0.3280 1.0365 2.5066 -0.119
C -0.8904 2.2105 2.9868 -0.004
C -2.2740 2.2619 3.1240 -0.070
C -3.0683 1.1365 2.8321 -0.061
C -2.4886 -0.0539 2.3591 -0.031
C -1.1123 -0.1061 2.1778 -0.138
N -0.8149 -2.9962 0.3440 -0.005
C -1.6638 -4.2666 0.1762 -0.066
C -3.0988 -3.9699 -0.2310 -0.208
O -3.0202 -3.1802 -1.4198 -0.054
C 0.5503 -3.1024 -0.4226 -0.038
C 0.7177 -1.9453 -1.3947 -0.204
O -0.4318 -1.9902 -2.2481 -0.056
H -1.5717 -3.9923 3.0692 0.100
H -1.7525 -2.3146 3.5144 0.109
H -2.7505 -2.9922 2.1740 0.068
H 0.2528 -3.2078 2.0118 0.147
H 2.3561 -2.4654 1.9243 0.088
H 4.4250 -1.1847 2.5947 0.109
H 4.2960 1.2134 3.2084 0.112
H 2.0612 2.4021 3.1498 0.118
H -0.2313 3.0428 3.2430 0.121
H -2.7515 3.1707 3.4830 0.108
H -4.1458 1.1845 2.9893 0.109
H -3.1004 -0.9320 2.1499 0.092
H -1.3341 -2.2665 -0.1549 0.162
H -1.6168 -4.8036 1.1234 0.128
H -1.1939 -4.8624 -0.6096 0.134
H -3.6327 -3.4146 0.5557 0.111
H -3.6206 -4.9274 -0.4086 0.144
H -3.8887 -3.1744 -1.8555 0.115
H 1.3632 -3.1478 0.3137 0.109
H 0.5044 -4.0372 -1.0018 0.134
H 0.7667 -0.9975 -0.8374 0.125
H 1.6444 -2.0765 -1.9801 0.142
H -0.2673 -1.4429 -3.0269 0.110
```

Output
calculated total energy: -959.447745 Eh
energy above the lowest of the compared OMol25 structures with the same formula, charge and spin: 0.0 kcal/mol
net charge: +1
HOMO-LUMO gap: 8.665 eV